Record 1
ORCA calculation (the ωB97M-V functional and the def2-TZVPD basis) on a single C15H22N2O4 molecule at a distorted geometry.

Structure (ORCA input):
```
! RIJCOSX wB97M-V def2-TZVPD def2/J DEFGRID3
* xyz 0 1
H 2.08652 -1.59770 1.51306
H 4.29938 -3.77253 2.25878
C -0.29512 1.24529 -2.11209
C 0.22893 -2.53722 1.02658
H 2.47482 -2.18091 -0.78153
C -2.71811 -0.96788 2.63576
C -0.63157 4.60547 0.41589
C -0.71562 2.82164 -3.89638
C -0.09707 -0.64732 -0.66464
H 3.59686 -3.03305 0.19296
H -0.27654 2.15415 -0.24817
H 2.57380 -3.87207 -0.49785
H 0.06938 -2.54106 -1.31201
H -0.45343 0.66851 -4.03794
C -0.64710 1.39968 -3.54467
H 3.51170 -2.39187 3.26136
C 2.75317 -2.94182 -0.07624
H -0.93013 3.01081 -4.93737
H -0.33252 -0.72190 -2.43935
O -1.02559 4.64179 -0.89945
C -0.57532 3.59621 -1.73335
O -0.00037 -1.55872 2.89513
H 0.26437 4.18213 0.79021
C 1.94288 -3.49256 2.25935
H -2.70872 -1.56758 3.42303
H -1.24610 3.87190 0.91393
H -0.04504 -3.59338 0.96126
H -3.43483 -1.04036 2.20956
H -0.57804 5.47919 0.72607
H -0.86807 4.89208 -3.31673
O -1.74024 -1.85441 1.56409
O -0.14085 0.18774 0.60724
N -0.31360 -0.14215 -1.80385
N -0.09363 -2.01231 -0.33007
C -0.50773 -1.80212 1.95466
H 3.70504 -4.20125 3.96368
C -0.35156 2.31360 -1.39760
C 1.78136 -2.70907 0.98041
H 1.27780 -3.48752 2.99147
H 2.09196 -4.52322 1.81649
C 3.47935 -3.42677 2.94205
H -2.31899 -0.03405 2.56907
C -0.97372 3.92156 -3.10557
*
```

The value obtained for the highest occupied orbital energy is -8.33 eV. The value obtained for the energy is -994.6879 Ha. The structure (SMILES) is CC[C@@H](C)[C@H](NC(=O)Nc1cccc(OC)c1)C(=O)OC. The calculation puts the energy relative to the best compared isomer or geometry (same formula, charge and spin) at 1663.6 kJ/mol.

Which charges does natural (NBO) predict for the atoms? In e, they are: H 0.1945; H 0.1994; C 0.2083; C -0.0963; H 0.2118; C -0.1281; C -0.2494; C -0.1733; C 0.7760; H 0.2021; H 0.2889; H 0.1882; H 0.3735; H 0.1605; C -0.2366; H 0.2069; C -0.5814; H 0.2001; H 0.3716; O -0.4818; C 0.3725; O -0.5628; H 0.1815; C -0.3810; H 0.1860; H 0.1720; H 0.2253; H 0.1286; H 0.1766; H 0.2192; O -0.5347; O -0.8150; N -0.5490; N -0.5930; C 0.7999; H 0.1990; C -0.3863; C -0.1906; H 0.2154; H 0.1677; C -0.6140; H 0.2061; C -0.2584

Record 2
ORCA calculation (the ωB97M-V functional and the def2-TZVPD basis) on a single C15H22N2O4S molecule at a distorted geometry.

Structure (ORCA input):
```
! RIJCOSX wB97M-V def2-TZVPD def2/J DEFGRID3
* xyz 0 1
C 1.66432 -1.89400 -1.00181
H 2.71245 -1.03426 2.08754
H 2.55909 1.71861 1.68063
C 0.88241 -2.99311 -0.68376
N -2.52810 0.27832 -0.00390
H -2.09133 -0.07523 -0.83827
C 0.42342 1.45732 1.32598
C -0.58211 1.76186 0.20556
H -0.65084 2.85172 0.10386
H -6.23841 -1.88988 -1.47494
H 0.13392 -4.23780 0.88699
H -6.08923 -1.99178 0.30111
H 0.03014 0.08908 -1.02154
C 2.29413 -1.19716 0.01119
O 3.69250 0.13648 -1.76051
H -0.73742 1.41410 -1.93417
C 1.31731 1.76594 -1.41120
C 2.17720 -1.58645 1.33132
N 2.24836 1.56783 -0.33177
C -6.53870 -1.43066 -0.52491
H 0.38789 -3.54880 -1.46650
H -3.82903 -1.29181 0.39308
H -7.62221 -1.47160 -0.43240
H 0.48482 0.37580 1.46762
C -1.96256 1.30228 0.67586
H 1.22326 2.84366 -1.58840
H 1.29596 -3.00073 2.67443
O -2.49019 1.81438 1.63964
C 1.79788 2.02038 0.96135
O 4.24353 0.44048 0.63445
S 3.26732 0.25990 -0.39729
H -4.15636 0.24298 1.24481
C -3.85666 -0.20238 0.29362
H -4.57731 -0.25992 -1.75586
H 1.81311 -1.57679 -2.02237
O -6.19462 -0.06712 -0.48885
H 1.76212 1.30555 -2.29387
C 0.74338 -3.38138 0.63995
C 1.39494 -2.68594 1.64681
H 0.07377 1.90564 2.25622
H 1.75185 3.11531 0.94080
C -0.06555 1.17442 -1.10695
C -4.85675 0.21598 -0.80047
H -4.81304 1.30182 -0.91972
*
```

The value obtained for the highest occupied orbital energy is -9.43 eV. The value obtained for the energy is -1393.4329 Ha. The structure (SMILES) is COCCNC(=O)C1CCN(S(=O)(=O)c2ccccc2)CC1. The calculation puts the energy relative to the best compared isomer or geometry (same formula, charge and spin) at 173.1 kJ/mol.

Which charges does natural (NBO) predict for the atoms? In e, they are: C -0.2207; H 0.2428; H 0.2386; C -0.2171; N -0.6179; H 0.3955; C -0.4112; C -0.3116; H 0.2239; H 0.1620; H 0.2192; H 0.1641; H 0.2062; C -0.2567; O -0.9413; H 0.2169; C -0.2237; C -0.2279; N -0.6772; C -0.2512; H 0.2203; H 0.1882; H 0.1978; H 0.2064; C 0.6899; H 0.2001; H 0.2220; O -0.6293; C -0.2297; O -0.9366; S 2.3227; H 0.2442; C -0.2603; H 0.1485; H 0.2399; O -0.5273; H 0.2410; C -0.1941; C -0.1967; H 0.2405; H 0.2009; C -0.4353; C -0.0613; H 0.1956

Record 3
ORCA calculation (the ωB97M-V functional and the def2-TZVPD basis) on a single C15H22N2O5S molecule.

Structure (ORCA input):
```
! RIJCOSX wB97M-V def2-TZVPD def2/J DEFGRID3
* xyz 0 1
C 2.73711 -0.75852 0.80577
H -3.89484 2.02892 1.44380
H -4.71062 -1.55799 -0.75201
H 6.09475 -2.09641 1.75043
O 0.62075 2.60323 2.26490
C -4.04215 -0.89503 -0.23028
H -0.76828 -0.78190 0.65242
C -2.69901 -1.26490 -0.14890
C -3.54539 1.10924 1.00323
C -4.46822 0.28256 0.36234
O 3.33786 1.49436 -1.81739
N 0.57811 1.24881 0.44831
S 3.76684 -1.73165 1.94858
H 3.94652 1.02900 0.68425
H 2.16056 2.60242 0.22639
C -1.78568 -0.46110 0.51663
O -2.38217 -2.44099 -0.75326
H 2.75777 1.02561 2.00303
H -1.73898 2.20715 2.43075
C -6.73666 -0.06291 -0.25982
H -6.53771 -0.18122 -1.32951
H 1.71324 -1.03483 1.05452
C 2.93297 0.74048 0.96462
H 4.63190 1.52381 -3.36456
H 3.53356 0.10864 -3.34737
H -7.67429 0.47394 -0.12465
C -1.02831 -2.82658 -0.80651
H -1.00729 -3.74014 -1.39860
H -0.41398 -2.06312 -1.29480
C 2.12623 1.17250 -1.37565
O -5.75278 0.72729 0.36379
C -2.20887 0.74853 1.06992
C 5.41081 -1.42549 1.24179
H -0.62864 -3.03669 0.19081
H -0.00377 0.89674 -0.30049
C 1.94369 1.53360 0.08752
N -1.32544 1.59880 1.73754
C 0.00628 1.86477 1.52207
H 2.95877 -1.09258 -0.20970
H 5.39372 -1.64881 0.17877
H -6.81310 -1.04985 0.20688
H 5.70836 -0.39602 1.41688
O 1.27702 0.64440 -2.04870
H 2.91260 1.69783 -3.83522
C 3.61673 1.18409 -3.17852
*
```

The value obtained for the highest occupied orbital energy is -8.34 eV. The value obtained for the energy is -1468.7073 Ha. The structure (SMILES) is COC(=O)[C@H](CCSC)NC(=O)Nc1cc(OC)cc(OC)c1. The calculation puts the energy relative to the best compared isomer or geometry (same formula, charge and spin) at 28.8 kJ/mol.

Which charges does natural (NBO) predict for the atoms? In e, they are: C -0.5332; H 0.2207; H 0.2278; H 0.2327; O -0.6548; C -0.4013; H 0.2289; C 0.4400; C -0.3235; C 0.3446; O -0.5006; N -0.6627; S 0.1905; H 0.2164; H 0.2447; C -0.4261; O -0.5081; H 0.2436; H 0.4144; C -0.2528; H 0.1779; H 0.2290; C -0.4145; H 0.2004; H 0.1936; H 0.2006; C -0.2572; H 0.2012; H 0.1853; C 0.8036; O -0.4886; C 0.2032; C -0.7414; H 0.1760; H 0.4335; C -0.1451; N -0.6239; C 0.7951; H 0.2041; H 0.2103; H 0.1784; H 0.2120; O -0.6102; H 0.1975; C -0.2620

Record 4
ORCA calculation (the ωB97M-V functional and the def2-TZVPD basis) on C15H22N2OPPd as an isolated structure at a distorted geometry.

Structure (ORCA input):
```
! RIJCOSX wB97M-V def2-TZVPD def2/J DEFGRID3
* xyz -1 3
C -0.30581 0.05801 0.92033
H -0.80128 -1.34492 -6.75147
C 0.08807 0.23482 -0.41851
H 0.47047 2.16814 4.27342
H 0.62510 0.69695 5.27388
N 0.35631 0.34463 3.27863
H 0.53550 -2.31411 -2.90277
H 1.09867 2.24584 -1.82484
H 0.17338 -1.70270 2.72844
N -0.70598 -0.18781 -1.41193
C 0.89489 0.95800 -5.00285
H -0.81618 -2.17647 5.20502
C 0.23372 0.27566 -5.99988
O 0.95362 1.91095 1.71707
C -0.20482 -1.87353 -4.84568
H 0.24815 3.34296 -3.48062
H 2.93484 0.33459 4.29489
H -0.59871 -2.90620 -5.06663
C 0.93639 1.17669 4.34229
C 2.44321 1.31399 4.29546
H 1.10544 -1.35724 4.21140
C -1.02809 -1.34945 4.51617
H 0.99896 0.80716 -0.66284
C -0.25739 -1.00208 -5.89666
C -1.51828 -0.61763 1.15131
C 0.29685 -1.53929 -3.65232
H 2.77381 1.86144 5.18257
H -3.06360 -1.86692 0.21567
H -1.09764 2.66971 -1.95584
P -0.01532 2.17636 -2.72430
C -2.16553 -1.26790 0.09912
H 0.04562 0.76606 -6.98445
C -1.65178 -1.09889 -1.19683
Pd -0.65839 0.20836 -3.90056
H 2.73816 1.87514 3.40409
H -1.29816 -0.46758 5.11000
C 0.19914 -1.08902 3.64047
H -2.06209 -1.65597 -2.05668
H 1.50745 1.84275 -5.17821
C 0.40362 0.82536 1.99317
H -1.89314 -1.63782 3.90483
H -1.91919 -0.63804 2.15560
*
```

The value obtained for the highest occupied orbital energy (alpha / beta) is -0.74 / -1.44 eV. The value obtained for the energy is -1238.4532 Ha.

Which charges does natural (NBO) predict for the atoms? In e, they are: C -0.2133; H 0.1754; C 0.0954; H 0.2157; H 0.1837; N -0.4481; H 0.1467; H -0.0109; H 0.2321; N -0.4320; C -0.5743; H 0.2084; C -0.3510; O -0.6373; C -0.3641; H -0.0174; H 0.1970; H 0.1457; C -0.2064; C -0.6268; H 0.1877; C -0.6264; H 0.2234; C -0.3352; C -0.1681; C -0.5660; H 0.2023; H 0.2097; H -0.0375; P 0.1290; C -0.2817; H 0.1565; C 0.0667; Pd 0.4272; H 0.2442; H 0.2128; C -0.2177; H 0.2189; H 0.1584; C 0.6653; H 0.2098; H 0.2020